1.
Computed, not measured: 7 unconnected molecules or ions with the total composition C52H89N2O24P3S, with the ωB97M-V functional and the def2-TZVPD basis.

Each line ends with the Löwdin charge.
Element x y z (Å)
C 1.124 2.773 -3.880  -0.13
C -0.252 2.777 -4.715  -0.25
C -0.077 1.823 -6.029  -0.21
C -1.577 1.299 -6.396  -0.20
C -1.794 -0.013 -5.445  -0.20
C -1.105 -1.300 -6.185  -0.19
C -2.128 -2.554 -6.144  -0.18
C -1.261 -3.875 -5.756  -0.19
C -1.607 -4.390 -4.253  -0.20
C -0.302 -4.686 -3.366  -0.22
C 0.745 -3.475 -3.290  -0.20
C 0.080 -2.279 -2.441  -0.20
C 1.168 -1.742 -1.389  -0.18
C 0.618 -0.459 -0.566  -0.17
C -0.503 -0.881 0.488  -0.09
C -0.022 -1.530 1.812  0.01
C -1.038 -1.943 2.940  -0.19
P -0.285 -2.728 4.472  0.65
N -1.112 -4.000 5.012  -0.22
O -0.117 -1.510 5.651  -0.19
O 1.263 -3.358 4.007  -0.23
C -2.573 -1.691 2.728  -0.27
P -3.758 -2.163 4.146  0.45
S -4.819 -0.539 4.526  0.22
C -3.096 -1.078 1.407  -0.02
C -2.029 -0.678 0.319  0.03
C -2.604 0.001 -1.023  -0.22
O -1.978 0.028 -2.112  0.01
C -4.035 0.745 -1.018  -0.02
C -4.283 1.813 -2.103  0.02
C -5.663 2.507 -2.131  -0.03
C -6.713 2.133 -1.047  -0.02
C -6.461 1.046 0.059  -0.15
P -7.804 0.625 1.310  0.66
N -9.066 1.599 1.309  -0.20
O -7.090 0.758 2.866  -0.27
O -8.360 -0.980 1.022  -0.20
C -5.089 0.329 0.075  -0.01
C -4.639 -0.822 1.064  -0.26
O -5.511 -1.585 1.562  -0.04
H 1.013 3.505 -3.005  0.06
H 1.369 1.743 -3.421  0.07
H 1.974 3.054 -4.598  0.08
H -1.128 2.336 -4.129  0.08
H -0.511 3.859 -5.014  0.11
H 0.369 2.455 -6.868  0.11
H 0.631 0.953 -5.792  0.10
H -1.669 0.993 -7.500  0.10
H -2.354 2.066 -6.068  0.10
H -1.128 0.184 -4.525  0.07
H -2.889 -0.192 -5.182  0.10
H -0.779 -1.037 -7.264  0.10
H -0.146 -1.566 -5.618  0.08
H -2.577 -2.647 -7.188  0.11
H -2.933 -2.328 -5.370  0.09
H -1.580 -4.687 -6.516  0.10
H -0.142 -3.715 -5.928  0.09
H -2.313 -3.665 -3.697  0.10
H -2.222 -5.356 -4.399  0.11
H 0.246 -5.586 -3.845  0.11
H -0.677 -4.987 -2.314  0.11
H 1.727 -3.791 -2.767  0.11
H 1.046 -3.039 -4.301  0.09
H -0.224 -1.451 -3.180  0.09
H -0.897 -2.590 -1.905  0.11
H 1.328 -2.588 -0.625  0.12
H 2.155 -1.425 -1.885  0.12
H 1.519 -0.093 0.062  0.11
H 0.329 0.420 -1.233  0.10
H 1.106 -1.702 1.958  0.11
H -0.526 -4.845 4.981  -0.02
H 0.863 -1.390 5.772  0.07
H 1.013 -4.164 3.485  0.08
H -3.033 -2.422 5.375  -0.02
H -4.669 -3.209 3.797  -0.01
H -3.433 2.013 -2.845  0.10
H -5.868 3.293 -2.945  0.11
H -7.721 2.680 -1.123  0.10
H -8.913 2.299 0.569  -0.05
H -7.846 1.016 3.454  0.08
H -7.778 -1.429 0.368  0.06
C -2.906 2.487 4.878  -0.09
C -4.240 2.776 5.537  -0.23
O -4.077 3.030 6.940  0.03
C -3.626 4.254 7.258  -0.59
O -3.361 5.139 6.480  0.12
O -3.494 4.315 8.595  0.00
C -2.934 5.539 9.063  -0.05
H -2.386 1.681 5.402  0.07
H -3.046 2.201 3.834  0.07
H -2.251 3.362 4.910  0.07
H -4.885 1.898 5.451  0.04
H -4.760 3.607 5.051  0.13
H -3.483 6.401 8.679  0.10
H -1.880 5.598 8.780  0.10
H -3.002 5.544 10.152  0.09
C 5.948 0.567 9.669  -0.07
C 5.863 -0.945 9.740  -0.21
O 4.522 -1.373 10.013  0.03
C 3.683 -1.350 8.964  -0.58
O 3.962 -1.014 7.838  0.12
O 2.471 -1.740 9.392  0.01
C 1.461 -1.673 8.390  -0.06
H 5.530 1.018 10.572  0.08
H 6.985 0.891 9.557  0.08
H 5.375 0.957 8.825  0.07
H 6.480 -1.305 10.567  0.12
H 6.241 -1.415 8.828  0.12
H 1.758 -2.215 7.489  0.08
H 1.238 -0.629 8.157  0.10
H 0.559 -2.138 8.789  0.10
C 6.646 1.578 -6.407  -0.06
C 6.069 0.296 -5.837  -0.21
O 4.656 0.221 -6.072  0.03
C 4.292 -0.138 -7.315  -0.59
O 5.039 -0.403 -8.225  0.12
O 2.950 -0.122 -7.374  -0.01
C 2.427 -0.397 -8.672  -0.04
H 6.101 2.446 -6.029  0.08
H 7.701 1.677 -6.144  0.08
H 6.561 1.599 -7.496  0.07
H 6.208 0.287 -4.753  0.12
H 6.575 -0.588 -6.234  0.13
H 2.829 -1.329 -9.075  0.10
H 2.642 0.437 -9.344  0.10
H 1.345 -0.500 -8.582  0.08
C 10.069 -0.961 -0.696  -0.07
C 10.378 0.366 -1.362  -0.22
O 9.246 0.848 -2.098  0.03
C 8.276 1.415 -1.361  -0.59
O 8.284 1.554 -0.163  0.12
O 7.282 1.776 -2.190  -0.01
C 6.140 2.311 -1.522  -0.04
H 9.696 -1.681 -1.428  0.08
H 10.962 -1.369 -0.217  0.08
H 9.293 -0.850 0.065  0.07
H 11.186 0.230 -2.085  0.12
H 10.716 1.114 -0.639  0.12
H 6.417 3.131 -0.856  0.10
H 5.629 1.521 -0.968  0.10
H 5.459 2.699 -2.281  0.09
C -4.623 -4.355 1.092  -0.07
C -4.297 -4.967 -0.257  -0.20
O -4.010 -6.367 -0.133  0.03
C -5.082 -7.167 -0.002  -0.59
O -6.235 -6.811 0.012  0.12
O -4.644 -8.429 0.139  0.00
C -5.684 -9.376 0.380  -0.05
H -3.828 -4.568 1.812  0.08
H -4.745 -3.271 1.005  0.03
H -5.545 -4.772 1.503  0.09
H -3.395 -4.499 -0.660  0.12
H -5.098 -4.799 -0.983  0.13
H -6.466 -9.310 -0.380  0.10
H -6.102 -9.223 1.377  0.10
H -5.245 -10.373 0.337  0.09
C 1.918 9.044 1.145  -0.07
C 2.243 8.434 -0.205  -0.22
O 2.534 7.036 -0.082  0.03
C 1.465 6.233 0.053  -0.59
O 0.311 6.583 0.070  0.12
O 1.908 4.971 0.193  0.00
C 0.873 4.022 0.437  -0.05
H 2.715 8.834 1.863  0.08
H 1.792 10.125 1.060  0.08
H 0.999 8.623 1.559  0.08
H 3.141 8.906 -0.610  0.12
H 1.439 8.600 -0.928  0.12
H 0.088 4.084 -0.320  0.09
H 0.457 4.173 1.435  0.10
H 1.313 3.024 0.393  0.09

As for the LUMO energy: -0.0783 Ha. The HOMO energy is -0.3002 Eh. For the HOMO-LUMO gap, the calculation gives 6.04 eV. Its largest force on an atom is 0.0865 hartree/bohr.

2.
Computed, not measured: a molecular structure, C26H27CaClN4O8S3, with the ωB97M-V functional and the def2-TZVPD basis.

Each line ends with the natural charge from an NBO analysis.
Element x y z (Å)
Ca -0.088 0.737 1.378  1.81
N 3.119 2.872 5.974  -0.79
C 2.068 2.985 5.086  0.20
C 0.833 2.398 5.370  -0.26
C -0.197 2.457 4.454  -0.17
C -0.012 3.101 3.233  -0.37
C 1.212 3.702 2.948  -0.18
C 2.242 3.640 3.862  -0.26
S -1.384 3.186 2.115  2.29
O -2.060 1.894 2.316  -1.04
O -2.147 4.375 2.342  -0.91
N -0.564 3.074 0.737  -1.04
C -1.208 3.246 -0.449  0.55
N -0.436 3.113 -1.554  -0.51
C -1.023 3.347 -2.718  0.07
C -2.362 3.676 -2.850  -0.38
C -3.079 3.717 -1.663  0.10
N -2.531 3.498 -0.482  -0.49
H 2.888 2.645 6.926  0.38
H 3.869 3.535 5.879  0.38
H 0.692 1.870 6.305  0.21
H -1.142 1.976 4.666  0.25
H 1.351 4.197 1.996  0.24
H 3.201 4.086 3.627  0.21
H -0.389 3.255 -3.596  0.19
H -2.817 3.876 -3.808  0.22
H -4.145 3.927 -1.660  0.19
O 0.886 -1.802 1.939  -0.90
Cl 1.016 -1.102 3.206  2.52
O 1.673 -1.879 4.186  -0.78
O -0.317 -0.702 3.606  -0.88
O 1.736 0.133 2.913  -0.91
O -1.571 -0.405 0.070  -1.08
S -2.840 -0.774 -0.636  1.31
C -2.481 -0.551 -2.400  -0.60
C -1.408 -1.441 -3.017  -0.41
C 0.012 -1.275 -2.467  -0.44
C 0.609 0.080 -2.818  -0.61
S 1.987 0.582 -1.752  1.31
O 1.491 0.439 -0.349  -1.07
C 3.010 -0.869 -1.997  -0.18
C 3.131 -1.783 -0.963  -0.24
C 3.917 -2.911 -1.161  -0.20
C 4.566 -3.109 -2.371  -0.20
C 4.446 -2.174 -3.393  -0.19
C 3.672 -1.041 -3.204  -0.26
C -2.892 -2.559 -0.575  -0.19
C -1.874 -3.240 0.069  -0.23
C -1.932 -4.627 0.123  -0.19
C -2.993 -5.306 -0.458  -0.20
C -4.016 -4.605 -1.088  -0.19
C -3.973 -3.221 -1.140  -0.25
H -2.249 0.517 -2.460  0.25
H -3.440 -0.695 -2.905  0.24
H -1.405 -1.237 -4.093  0.21
H -1.710 -2.485 -2.909  0.23
H 0.639 -2.066 -2.883  0.22
H 0.015 -1.399 -1.385  0.25
H -0.100 0.897 -2.688  0.25
H 0.991 0.121 -3.841  0.23
H 2.625 -1.602 -0.022  0.27
H 4.024 -3.632 -0.361  0.22
H 5.179 -3.989 -2.516  0.22
H 4.966 -2.323 -4.329  0.22
H 3.589 -0.296 -3.988  0.22
H -1.064 -2.694 0.537  0.26
H -1.148 -5.173 0.629  0.23
H -3.034 -6.386 -0.410  0.22
H -4.850 -5.136 -1.525  0.22
H -4.777 -2.665 -1.609  0.22

As for the LUMO energy: 0.0071 Ha. The HOMO energy is -0.2953 Eh. The calculation puts the energy above the lowest of the compared OMol25 structures with the same formula, charge and spin at 1.1 kJ/mol. For the HOMO-LUMO gap, the calculation gives 8.23 eV. Its largest force on an atom is 0.0103 hartree/bohr.

3.
Computed, not measured: 11 unconnected molecules or ions with the total composition H22O11, with the ωB97M-V functional and the def2-TZVPD basis.

Each line ends with the natural charge from an NBO analysis.
Element x y z (Å)
O -10.327 14.314 5.698  -1.00
H -9.507 14.109 5.250  0.49
H -10.059 14.597 6.572  0.49
O -9.445 12.391 2.766  -0.93
H -9.551 11.542 3.194  0.47
H -8.761 12.830 3.272  0.46
O -7.890 15.894 2.777  -0.94
H -7.937 15.348 3.562  0.47
H -7.122 15.570 2.306  0.46
O -12.423 13.627 4.111  -0.97
H -11.860 13.262 3.429  0.47
H -11.844 13.741 4.865  0.49
O -8.015 12.417 7.169  -0.95
H -8.044 11.833 7.927  0.48
H -7.735 11.856 6.445  0.46
O -11.484 12.898 9.213  -0.99
H -11.826 13.592 8.649  0.49
H -12.260 12.529 9.635  0.46
O -10.871 11.604 6.812  -0.96
H -10.729 11.379 7.731  0.47
H -10.521 12.490 6.724  0.48
O -12.691 14.695 7.707  -0.94
H -12.482 15.498 7.230  0.49
H -13.286 14.977 8.402  0.48
O -7.575 13.977 4.724  -0.97
H -7.100 14.595 5.279  0.50
H -7.283 13.115 5.020  0.48
O -9.446 15.031 8.193  -0.95
H -9.315 15.865 8.644  0.48
H -8.892 14.412 8.670  0.49
O -9.304 17.573 5.927  -0.93
H -9.698 16.701 5.892  0.48
H -8.799 17.576 6.740  0.45

As for the LUMO energy: -0.0182 Ha. The HOMO energy is -0.3602 Eh. The calculation puts the energy above the lowest of the compared OMol25 structures with the same formula, charge and spin at 190.8 kJ/mol. For the HOMO-LUMO gap, the calculation gives 9.31 eV. Its largest force on an atom is 0.0262 hartree/bohr.